Record 1
The following is a DFT calculation (the ωB97M-V functional and the def2-TZVPD basis) of 2 unconnected molecules or ions with the total composition C20H25OSi in a non-equilibrium geometry.

Cartesian coordinates (Å):
C: 1.69961 -1.76471 1.67870
Si: 1.22663 -0.00871 2.08740
C: 0.87702 0.24756 3.90288
C: 2.45759 1.20649 1.39803
O: -0.17488 0.29135 1.18392
C: -1.40804 0.68598 1.64504
C: -1.69942 2.02039 1.63803
C: -2.32948 -0.35568 2.04023
C: -2.13959 -1.68068 1.83622
H: 2.63106 -2.03417 2.19630
H: 0.93166 -2.48768 1.98249
H: 1.86707 -1.89205 0.60069
H: 1.78247 0.05834 4.49786
H: 0.55707 1.27554 4.12343
H: 0.09598 -0.42547 4.28231
H: 3.43134 1.09931 1.89537
H: 2.60375 1.05377 0.32036
H: 2.12337 2.24313 1.53779
H: -2.67153 2.31775 2.01778
H: -0.97601 2.74346 1.26161
H: -3.24604 0.02075 2.50567
H: -2.88532 -2.36878 2.24565
H: -1.32514 -2.07172 1.22182
C: -3.13739 0.52973 -1.74988
C: -4.12838 1.54488 -1.86593
C: -5.47879 1.15150 -1.58022
C: -6.53394 2.04763 -1.64445
C: -6.29194 3.38784 -1.98878
C: -4.98933 3.80755 -2.28719
C: -3.92467 2.90659 -2.24837
C: -1.74848 0.50900 -2.06259
C: -1.09642 -0.76644 -2.01081
C: 0.25614 -0.90639 -2.25370
C: 1.02743 0.21836 -2.58684
C: 0.42287 1.48009 -2.65854
C: -0.93548 1.63242 -2.39728
H: -3.53079 -0.43757 -1.42611
H: -5.66328 0.10733 -1.31916
H: -7.55025 1.71121 -1.43041
H: -7.11917 4.09520 -2.03194
H: -4.80130 4.84926 -2.56156
H: -2.93653 3.25748 -2.52359
H: -1.70406 -1.64298 -1.76726
H: 0.72360 -1.89391 -2.19281
H: 2.09046 0.10768 -2.79088
H: 1.02134 2.35750 -2.92008
H: -1.36778 2.62736 -2.43144

Output
- molecular weight (Da) = 309.50
- total charge = +1
- relative energy (zero: lowest compared OMol25 entry of this formula, charge and spin) (kcal/mol) = 0.00
- spin multiplicity = 1
- energy (eV) = -31064.368
- HOMO-LUMO gap (eV) = 5.308
- HOMO level (eV) = -11.0997

---

Record 2
The following is a DFT calculation (the ωB97M-V functional and the def2-TZVPD basis) of 2 unconnected molecules or ions with the total composition C20H26FSi in a non-equilibrium geometry.

Cartesian coordinates (Å):
C: -1.85036 -1.40705 1.21724
C: -0.55906 -1.28357 0.48324
C: 0.31878 -2.29256 0.65093
C: 1.62828 -2.51064 -0.00956
Si: 3.11210 -1.78045 0.96013
C: 4.69820 -2.05327 -0.00632
C: 2.77512 0.05188 1.13299
C: 3.27873 -2.58073 2.64560
H: -2.57003 -0.62520 0.97952
H: -2.33632 -2.36961 0.97921
H: -1.67539 -1.39033 2.30607
H: -0.36346 -0.46524 -0.20444
H: 0.04385 -3.07144 1.36592
H: 1.84273 -3.58861 -0.04733
H: 1.67777 -2.11142 -1.02963
H: 5.52843 -1.53192 0.48939
H: 4.95617 -3.11958 -0.06722
H: 4.61235 -1.66167 -1.02881
H: 3.55478 0.53064 1.74141
H: 2.76565 0.54265 0.15089
H: 1.80435 0.24174 1.60939
H: 4.04496 -2.05541 3.23224
H: 2.33804 -2.54109 3.20917
H: 3.58426 -3.63282 2.56552
F: 3.12445 3.25285 -1.90708
C: 1.88781 2.84830 -1.47408
C: 1.48513 3.21505 -0.18971
C: 0.26256 2.73962 0.26011
C: -0.54491 1.89351 -0.55029
C: -1.71366 1.32027 0.04927
C: -3.01308 1.26712 -0.54561
C: -4.15223 1.29405 0.32237
C: -5.41786 1.00231 -0.16346
C: -5.59219 0.68610 -1.52074
C: -4.50882 0.76882 -2.40476
C: -3.25122 1.14336 -1.94678
C: -0.08477 1.55548 -1.84945
C: 1.12117 2.05827 -2.32430
H: 2.10377 3.85657 0.43099
H: -0.09490 2.99643 1.26098
H: -1.67526 1.25364 1.14010
H: -4.00109 1.54283 1.37852
H: -6.27161 1.02759 0.51225
H: -6.57646 0.40570 -1.88984
H: -4.65266 0.56719 -3.46511
H: -2.44337 1.32021 -2.65643
H: -0.65019 0.84955 -2.45359
H: 1.44948 1.84092 -3.33891

Output
- molecular weight (Da) = 313.51
- total charge = +1
- relative energy (zero: lowest compared OMol25 entry of this formula, charge and spin) (kcal/mol) = 19.83
- spin multiplicity = 1
- energy (eV) = -31749.213
- HOMO-LUMO gap (eV) = 5.021
- HOMO level (eV) = -11.1032

---

Record 3
The following is a DFT calculation (the ωB97M-V functional and the def2-TZVPD basis) of a single C20H26N2O2 molecule in a non-equilibrium geometry.

Cartesian coordinates (Å):
C: -0.59354 1.26475 -5.90472
C: -1.18333 1.74797 -4.67957
C: -1.62070 2.17957 -3.64529
C: -2.31936 2.58179 -2.44904
O: -3.48392 2.27729 -2.25315
N: -1.59905 3.34013 -1.58715
C: -0.18632 3.59200 -1.70516
C: 0.60577 2.66830 -0.76274
C: -0.24556 2.29173 0.45892
C: 0.61458 1.88338 1.65713
C: 1.56853 0.71977 1.35485
C: 0.86991 -0.44477 0.67163
O: 0.90280 -0.56461 -0.54163
N: 0.19981 -1.32182 1.45461
C: 0.22752 -1.33199 2.89781
C: -0.40271 -2.49317 0.83600
C: 0.34783 -3.74695 1.19961
C: 1.68397 -3.87378 0.83697
C: 2.40167 -5.00148 1.18935
C: 1.79074 -6.01743 1.90651
C: 0.46017 -5.90000 2.26783
C: -0.25636 -4.76750 1.91965
C: -1.15643 3.46802 0.81835
C: -2.17279 3.69312 -0.30626
H: -0.07022 2.07412 -6.41388
H: 0.11699 0.46966 -5.67994
H: -1.36992 0.87314 -6.56101
H: -0.01304 4.64212 -1.44356
H: 0.12085 3.44132 -2.74104
H: 0.88981 1.75597 -1.28676
H: 1.51451 3.18242 -0.44354
H: -0.88166 1.44247 0.18692
H: 1.20944 2.74077 1.98414
H: -0.05279 1.61670 2.48037
H: 2.06159 0.39322 2.27088
H: 2.33497 1.06269 0.65855
H: 1.14139 -1.79983 3.27919
H: 0.14605 -0.32705 3.30389
H: -0.62224 -1.91256 3.25492
H: -1.44894 -2.56483 1.15067
H: -0.36458 -2.32753 -0.24434
H: 2.15351 -3.08147 0.27207
H: 3.43912 -5.09107 0.90215
H: 2.35066 -6.89923 2.18094
H: -0.02123 -6.69029 2.82512
H: -1.29579 -4.68070 2.20449
H: -1.68907 3.27137 1.75004
H: -0.54542 4.36092 0.96852
H: -2.50117 4.74053 -0.32319
H: -3.05603 3.06284 -0.17012

Output
- molecular weight (Da) = 326.44
- relative energy (zero: lowest compared OMol25 entry of this formula, charge and spin) (kcal/mol) = 52.30
- SMILES string = CC#CC(=O)N1CCC(CCC(=O)N(C)Cc2ccccc2)CC1
- spin multiplicity = 1
- energy (eV) = -28236.555
- HOMO-LUMO gap (eV) = 9.642
- HOMO level (eV) = -8.9013

---

Record 4
The following is a DFT calculation (the ωB97M-V functional and the def2-TZVPD basis) of a single C20H26N2O4S molecule in a non-equilibrium geometry.

Cartesian coordinates (Å):
C: -0.77510 7.48380 2.31142
C: -0.42281 6.34429 1.40560
C: -0.64574 6.42994 0.03578
C: -0.34187 5.37488 -0.80093
C: 0.19663 4.20089 -0.27652
C: 0.52731 3.08573 -1.13298
N: 1.04811 1.95138 -0.76106
C: 1.19199 1.21923 -1.90431
C: 1.69486 -0.16615 -1.88928
S: 0.25747 -1.26266 -2.16471
O: -0.86005 -0.85140 -1.36190
O: 0.02523 -1.35282 -3.58562
C: 0.78609 -2.92692 -1.59015
C: 1.04105 -2.78585 -0.10981
O: 2.14453 -2.40668 0.26116
N: 0.03303 -3.02610 0.74216
C: -1.29313 -3.45044 0.35048
C: -1.36740 -4.97178 0.17855
C: -1.32687 -5.72250 1.50850
C: -0.13567 -5.35216 2.39439
C: -0.27179 -3.96547 3.02923
C: 0.28392 -2.83538 2.15863
C: 0.72984 1.96099 -2.96167
C: 0.64280 1.69298 -4.41732
O: 0.31418 3.15001 -2.46748
C: 0.42187 4.10634 1.09701
C: 0.11383 5.16798 1.92144
H: -1.78853 7.35425 2.69325
H: -0.73475 8.43132 1.77937
H: -0.09954 7.52567 3.16271
H: -1.06202 7.33709 -0.37889
H: -0.51702 5.45138 -1.86335
H: 2.38050 -0.38049 -2.70346
H: 2.11817 -0.41911 -0.92174
H: 1.71814 -3.13183 -2.10872
H: 0.01632 -3.62770 -1.88807
H: -1.98607 -3.13276 1.13090
H: -1.58691 -2.93403 -0.56465
H: -0.53124 -5.30390 -0.44076
H: -2.29234 -5.22386 -0.34344
H: -2.25008 -5.53067 2.06061
H: -1.29083 -6.79350 1.29641
H: -0.06727 -6.09502 3.19183
H: 0.78878 -5.40307 1.81657
H: -1.32248 -3.78481 3.26433
H: 0.27443 -3.94092 3.97367
H: 1.36901 -2.77483 2.26926
H: -0.14446 -1.87705 2.47440
H: 1.61299 1.83967 -4.89377
H: -0.07244 2.37473 -4.86957
H: 0.32488 0.66543 -4.58049
H: 0.83878 3.19252 1.48853
H: 0.29169 5.08935 2.98446

Output
- molecular weight (Da) = 390.50
- relative energy (zero: lowest compared OMol25 entry of this formula, charge and spin) (kcal/mol) = 48.63
- SMILES string = Cc1ccc(-c2nc(CS(=O)(=O)CC(=O)N3CCCCCC3)c(C)o2)cc1
- spin multiplicity = 1
- energy (eV) = -43167.929
- HOMO-LUMO gap (eV) = 8.695
- HOMO level (eV) = -7.9587